23
Properties=species:S:1:pos:R:3:forces:R:3:mulliken_charge:R:1 method="wB97M-V/def2-TZVPD" relative_energy_kcal_mol=52.9 orbital_gap_ha=0.3758 multiplicity=1 total_charge=+1 total_energy_ha=-380.15295 homo_energy_ev=-13.11
N -0.128519 1.207899 -0.718856 0.2 0.0 -1.8 -0.232
C 0.017719 -0.008620 -1.606905 0.6 0.5 -0.3 -0.575
C 1.500654 -0.182665 -1.879840 0.1 -0.4 1.3 -0.564
N 1.741174 -1.205578 -2.855343 0.4 -0.1 -0.3 -0.638
H 0.769336 1.353688 -0.263297 -0.2 0.1 0.5 0.370
H -0.205818 1.965377 -1.425660 -0.3 -0.1 1.1 0.386
H -0.991294 1.108617 -0.044904 0.0 0.5 -0.2 0.387
H -0.403515 -0.870208 -1.134224 -0.4 -0.4 0.3 0.283
H -0.476390 0.199544 -2.550023 -0.3 -0.1 0.0 0.386
H 1.900582 0.785596 -2.119296 0.3 0.4 -0.9 0.475
H 2.006473 -0.399708 -0.922657 -0.2 -0.1 0.2 0.325
H 2.689888 -1.126733 -3.211285 -0.2 0.0 -0.1 0.261
H 1.699679 -2.111107 -2.397564 -0.1 0.0 -0.2 0.247
C -1.429291 0.535212 2.156074 1.6 -2.2 -0.6 -0.200
C -0.468039 -0.447911 2.074857 -1.1 1.8 0.7 -0.461
N 0.165999 -0.956697 3.276727 0.9 -0.6 -1.2 -0.584
N -2.191883 0.933405 0.980657 0.5 -0.4 0.7 -0.621
H -1.712388 0.964209 3.097970 0.0 0.0 0.4 0.338
H -0.079004 -0.826998 1.115922 -0.6 0.1 0.2 0.264
H 1.200356 -0.900651 3.104972 -1.2 0.0 0.5 0.298
H -0.006823 -1.986164 3.300479 0.0 1.0 0.2 0.310
H -2.724146 1.769213 1.179814 0.0 0.2 0.0 0.262
H -2.874751 0.200283 0.842376 -0.2 0.0 -0.4 0.284



22
Properties=species:S:1:pos:R:3:forces:R:3:mulliken_charge:R:1 method="wB97M-V/def2-TZVPD" relative_energy_kcal_mol=25.8 smiles=CCCCN.O.O orbital_gap_ha=0.3866 multiplicity=1 total_energy_ha=-366.61007 homo_energy_ev=-9.78
C 0.530901 -2.540709 -0.344217 -1.7 0.2 -1.0 -1.191
C 1.401735 -1.345272 -0.003215 0.5 0.2 0.1 -0.234
C 0.684435 -0.443674 1.009287 0.3 0.2 0.2 -0.825
C 0.450066 1.037495 0.686035 -1.7 -0.1 -2.0 -0.788
N 1.524384 1.999732 0.463958 0.4 -0.9 0.4 -0.598
H 0.695121 -3.064312 -1.290480 0.9 0.0 0.3 0.357
H -0.530038 -2.217777 -0.543052 0.8 0.0 0.6 0.210
H 0.507894 -3.246820 0.481558 0.0 -0.1 0.0 0.335
H 2.332002 -1.708844 0.432568 0.1 0.0 0.0 0.216
H 1.722537 -0.774998 -0.876793 -0.3 0.0 -0.2 0.311
H -0.257982 -0.954888 1.222899 -0.3 0.5 0.0 0.425
H 1.177715 -0.406278 1.972824 0.5 -0.4 0.3 0.368
H -0.254181 1.360141 1.435199 0.1 0.6 0.7 0.419
H -0.154499 1.158347 -0.255071 0.4 -0.6 0.6 0.383
H 2.026501 1.659962 -0.356283 0.1 0.3 0.2 0.294
H 2.178258 1.963318 1.241720 0.1 0.1 -0.1 0.260
H -1.587620 2.398541 0.370781 0.1 0.4 0.2 0.401
H -3.087542 2.789667 0.146049 0.0 0.3 0.1 0.285
O -2.424998 2.114506 0.008331 -0.2 -0.7 -0.4 -0.621
H -2.223596 0.829900 -1.731333 -0.2 -0.1 -0.1 0.300
H -2.354178 -0.683518 -1.743159 0.0 -0.2 0.1 0.321
O -2.356910 0.075485 -2.327596 0.2 0.3 0.0 -0.630



22
Properties=species:S:1:pos:R:3:forces:R:3:mulliken_charge:R:1 method="wB97M-V/def2-TZVPD" relative_energy_kcal_mol=27.8 smiles=CCNCC.O.O orbital_gap_ha=0.3651 multiplicity=1 total_energy_ha=-366.60687 homo_energy_ev=-9.06
C 1.337401 0.822088 0.162132 0.2 0.0 0.4 -0.530
N 0.452715 0.135547 -0.772101 0.2 0.1 -0.6 -0.190
C 1.123293 -0.176035 -2.050822 -0.2 0.4 -0.4 -0.337
C 0.100364 0.088506 -3.202189 2.1 0.3 0.8 -1.189
C 0.666532 1.270868 1.454256 -0.3 -0.4 0.1 -0.984
H 1.854256 1.701292 -0.257194 -0.1 -0.1 -0.3 0.368
H 2.127083 0.108939 0.399938 0.1 0.0 0.1 0.342
H -0.307687 0.752369 -1.052707 0.0 0.0 0.5 0.220
H 1.543895 -1.180589 -2.141589 -0.3 -0.2 0.6 0.298
H 1.987662 0.495525 -2.145593 0.0 0.0 -0.3 0.266
H 0.417746 -0.436755 -4.098743 -0.4 -0.3 0.0 0.358
H 0.266552 1.142851 -3.429328 -0.9 0.1 -0.1 0.296
H -0.881955 -0.163585 -2.820545 -0.3 0.0 -0.5 0.331
H 0.092424 2.192824 1.366549 0.2 0.1 -0.2 0.302
H -0.036428 0.521670 1.812252 0.0 -0.2 0.0 0.042
H 1.403000 1.371469 2.247406 0.1 0.3 0.0 0.388
H -2.874306 -1.915205 3.435792 0.6 0.4 0.2 0.325
H -2.283795 -2.301060 4.756409 0.2 0.1 0.2 0.305
O -2.143936 -1.670849 4.041544 -0.9 -0.4 -0.5 -0.630
H -1.794123 -0.584254 1.461219 -0.3 -0.4 -1.1 0.313
H -1.085805 -1.242474 0.282068 -0.1 0.3 -0.2 0.368
O -1.964896 -0.933152 0.551247 0.2 0.2 1.4 -0.661



22
Properties=species:S:1:pos:R:3:forces:R:3:mulliken_charge:R:1 method="wB97M-V/def2-TZVPD" relative_energy_kcal_mol=61.3 smiles=CCCNC.O.O orbital_gap_ha=0.3798 multiplicity=1 total_energy_ha=-366.55348 homo_energy_ev=-9.55
C -0.122925 -0.375736 -1.280506 0.9 -1.0 -0.6 -0.866
C 0.139763 -1.809667 -0.674721 -0.2 4.3 1.9 -0.759
C -0.486052 -1.768967 0.731821 1.8 2.0 -1.0 -0.958
N 0.019256 -0.519430 1.376313 -3.1 -0.3 3.6 -0.293
C 1.433905 -0.605630 1.733760 -0.7 -3.1 -0.3 -0.860
H -0.796089 0.125167 -0.568830 -0.4 -0.2 -1.4 0.124
H -0.246264 -0.291345 -2.392600 -0.9 -0.5 1.1 0.380
H 0.772123 0.198734 -1.213983 1.0 0.5 0.6 0.358
H 1.091917 -2.232039 -0.766894 2.1 0.2 0.4 0.406
H -0.367072 -2.517995 -1.104388 -3.4 -3.7 -3.1 0.472
H -0.249447 -2.625864 1.303518 0.3 -1.1 0.8 0.466
H -1.552627 -1.683050 0.609005 -0.4 0.1 0.1 0.405
H -0.643918 -0.454955 2.269483 2.3 0.2 -2.1 0.258
H 1.964347 -0.153562 0.922565 0.8 -0.5 -0.7 0.241
H 1.670010 -1.735583 1.978025 0.2 2.0 -0.9 0.251
H 1.753122 -0.089073 2.585744 -0.2 1.1 1.5 0.385
H -0.358905 1.507311 0.602114 -0.2 -0.7 0.1 0.385
H 0.276562 2.745363 0.995072 2.3 1.4 1.7 0.282
O -0.415068 2.456811 0.476055 -2.1 -0.8 -1.7 -0.661
H -0.983608 3.867237 -3.068740 -1.0 -1.5 1.5 0.310
H -1.253462 2.582084 -2.025454 -0.1 1.8 -1.0 0.345
O -1.645566 3.380188 -2.487359 1.1 -0.2 -0.4 -0.670



22
Properties=species:S:1:pos:R:3:forces:R:3:mulliken_charge:R:1 method="wB97M-V/def2-TZVPD" relative_energy_kcal_mol=47.4 smiles=CCN(C)C.O.O orbital_gap_ha=0.3342 multiplicity=1 total_energy_ha=-366.57562 homo_energy_ev=-8.57
C 0.717019 -2.785101 0.500909 0.4 0.9 -0.7 -1.296
C 0.757074 -1.259252 0.365803 -0.1 0.2 -0.5 -0.094
N -0.138138 -0.825253 -0.738266 -0.5 0.3 1.2 -0.021
C -1.542892 -1.093557 -0.469582 -0.9 -1.4 -2.0 -0.963
C -0.002621 0.567775 -1.099292 1.3 0.0 -0.4 -1.080
H 1.017632 -3.224016 -0.447447 0.7 0.0 0.0 0.337
H 1.366754 -3.069830 1.324171 -0.2 -0.4 0.0 0.380
H -0.290453 -3.143964 0.556830 -0.5 -0.2 0.9 0.324
H 1.798427 -0.951606 0.153249 -0.5 -0.1 -0.3 0.370
H 0.547211 -0.757793 1.332410 -0.4 -0.2 -0.2 0.077
H -2.077826 -1.182532 -1.452872 0.4 0.9 0.4 0.331
H -2.137634 -0.390884 0.139222 0.6 -0.3 0.3 0.307
H -1.683058 -2.153780 -0.236666 0.0 0.4 1.0 0.292
H -0.030914 1.340938 -0.352259 -0.2 -0.1 1.4 0.450
H 1.023924 0.689726 -1.491554 -0.6 0.1 -0.6 0.264
H -0.810700 0.912720 -1.750952 0.4 -0.5 -0.6 0.348
H -0.218599 3.592245 -1.549820 0.7 0.0 -0.4 0.316
H 1.365125 3.350887 -1.267587 -0.2 0.1 -0.7 0.317
O 0.481067 3.428901 -0.911005 -0.4 0.3 1.1 -0.645
H 0.054400 1.607549 2.348370 -0.4 -0.7 0.8 0.317
H 0.077639 2.979914 2.188407 -0.5 0.8 0.6 0.318
O -0.273437 2.366923 2.857927 0.9 -0.1 -1.5 -0.648



22
Properties=species:S:1:pos:R:3:forces:R:3:mulliken_charge:R:1 method="wB97M-V/def2-TZVPD" relative_energy_kcal_mol=14.9 orbital_gap_ha="0.4056 / 0.2111" multiplicity=2 total_charge=+1 total_energy_ha=-366.28755 s_squared=0.754 homo_energy_ev="-13.77 / -13.77"
C 1.726193 1.199088 -0.235403 -0.9 -1.3 -0.1 -1.230
C 1.212611 0.015982 -1.083819 0.7 0.1 2.8 -0.299
N -0.258598 -0.146819 -0.910815 1.2 0.5 -4.6 0.196
C -1.024306 1.034327 -1.267721 -1.9 0.6 1.0 -0.872
C -0.675450 -1.251748 -1.768977 -1.3 -1.4 1.5 -0.916
H 1.417988 2.156516 -0.635024 0.4 0.2 0.0 0.344
H 1.212087 1.009586 0.710178 0.3 0.6 0.3 0.360
H 2.790519 1.080820 -0.056991 0.0 0.3 -0.2 0.389
H 1.639417 -0.894264 -0.649716 0.0 0.0 -0.2 0.418
H 1.503922 0.023027 -2.129332 -0.5 0.1 -0.4 0.369
H -0.839903 1.404551 -2.284653 0.9 -0.2 0.2 0.404
H -0.986070 1.849119 -0.548687 0.5 -0.1 0.0 0.330
H -2.080110 0.789210 -1.354010 -0.1 -0.4 0.4 0.365
H -0.588395 -0.902082 -2.764129 0.2 0.5 -1.2 0.461
H -0.092225 -2.166647 -1.682498 0.2 0.3 0.4 0.331
H -1.735225 -1.485213 -1.643520 0.1 0.1 0.3 0.349
H 3.772154 -2.388910 3.607442 0.1 0.1 0.2 0.323
H 4.745718 -1.205552 3.355897 -0.1 -0.3 0.1 0.325
O 4.493767 -2.087341 3.049814 0.1 0.2 -0.3 -0.647
H -6.007647 1.084279 0.686364 0.2 0.4 -0.1 0.326
H -5.451186 0.653812 1.976292 0.4 0.3 0.1 0.326
O -5.271975 1.303186 1.279163 -0.6 -0.8 0.0 -0.650



23
Properties=species:S:1:pos:R:3:forces:R:3:mulliken_charge:R:1 method="wB97M-V/def2-TZVPD" relative_energy_kcal_mol=0.0 smiles=C[C@@H](N)CCS.O.O orbital_gap_ha=0.3517 multiplicity=1 total_energy_ha=-764.82222 homo_energy_ev=-8.86
C -0.932028 0.607060 -1.963248 0.1 -0.1 -0.2 -1.695
C -0.029614 0.094238 -0.829443 -0.9 0.4 -0.4 0.487
C 1.412883 -0.021781 -1.272020 -0.1 -0.4 0.7 -0.967
C 2.410498 -0.137616 -0.106897 -0.5 -0.6 0.0 -0.462
S 1.944649 0.923561 1.288448 0.2 0.3 0.0 -0.344
N -0.437971 -1.130501 -0.176120 0.0 0.0 0.3 -0.376
H -1.964823 0.743275 -1.642078 0.0 -0.1 0.2 0.306
H -0.957433 -0.032959 -2.837490 0.1 -0.4 -0.2 0.357
H -0.559952 1.575808 -2.296058 0.0 0.1 0.0 0.408
H -0.130938 0.902129 -0.109601 0.2 0.1 0.5 0.278
H 1.458266 -0.981704 -1.792015 0.3 0.2 -0.5 0.327
H 1.659766 0.802604 -1.929907 0.2 0.1 -0.2 0.367
H 2.444695 -1.168159 0.247983 -0.2 0.1 0.1 0.307
H 3.399298 0.095012 -0.448906 0.5 0.3 -0.1 0.465
H 2.853837 0.464839 2.153883 0.1 0.0 0.0 0.159
H -1.433575 -1.159035 0.017648 0.1 0.0 0.0 0.223
H -0.150426 -1.963785 -0.665935 -0.1 0.0 -0.2 0.224
H -0.887210 0.049354 3.659130 0.5 -0.1 -0.1 0.270
H 0.002723 0.306938 2.338338 -0.1 -0.3 0.4 0.288
O -0.877050 0.362918 2.751652 -0.7 0.3 -0.2 -0.649
H -2.465107 -0.093828 1.730686 0.0 0.0 -0.1 0.384
H -3.642388 0.246319 0.762167 0.2 -0.2 0.2 0.317
O -3.118097 -0.484688 1.119782 -0.2 0.2 -0.1 -0.673



23
Properties=species:S:1:pos:R:3:forces:R:3:mulliken_charge:R:1 method="wB97M-V/def2-TZVPD" relative_energy_kcal_mol=55.1 smiles=CNCCCS.O.O orbital_gap_ha=0.3326 multiplicity=1 total_energy_ha=-764.73455 homo_energy_ev=-8.63
C -0.528397 0.326182 1.024062 1.8 0.4 1.0 -0.237
C -0.372638 1.324494 -0.142255 2.0 0.7 -1.7 -0.599
S -0.343970 3.219227 0.349557 0.2 -1.1 -0.6 -0.267
C -0.781978 -1.153268 0.717088 -2.6 -0.1 -1.1 -1.172
N -1.702690 -1.677432 -0.367993 2.0 0.4 0.2 -0.340
C -1.212398 -1.749588 -1.784317 -0.8 -0.4 1.5 -0.680
H 0.435480 0.295462 1.676603 -1.4 0.0 -1.6 0.293
H -1.175095 0.586273 1.854061 -1.0 0.8 -0.6 0.452
H -1.021057 1.310175 -1.022183 -0.9 -0.4 0.8 0.387
H 0.600277 1.091973 -0.743181 -1.1 0.5 1.5 0.233
H 0.202036 3.814803 -0.781982 -0.4 -0.9 0.8 0.153
H 0.083008 -1.731364 0.746597 1.8 -0.7 -0.9 0.540
H -1.208373 -1.486689 1.633900 -0.8 -0.4 0.8 0.379
H -2.622755 -1.308138 -0.363974 -0.6 0.5 0.4 0.245
H -1.487265 -2.740714 -2.137251 0.2 -0.2 -0.2 0.318
H -0.109430 -1.712385 -1.728297 -0.6 0.5 -0.7 0.122
H -1.806903 -1.066879 -2.431476 1.2 0.1 0.2 0.262
H 1.333871 1.907481 1.621039 -1.8 1.6 -0.4 0.281
H 2.637357 1.653537 0.823750 -0.5 0.4 0.6 0.364
O 2.143751 1.464659 1.641454 3.1 -1.5 -0.2 -0.675
H 2.219098 -1.076937 -0.983929 0.2 0.5 1.5 0.303
H 2.241224 -0.225885 0.428346 -0.1 -0.7 -0.7 0.309
O 2.476852 -1.064977 -0.029619 -0.1 0.1 -0.6 -0.673



23
Properties=species:S:1:pos:R:3:forces:R:3:mulliken_charge:R:1 method="wB97M-V/def2-TZVPD" relative_energy_kcal_mol=35.8 smiles=C[C@@H](N)CCS.O.O orbital_gap_ha=0.3285 multiplicity=1 total_energy_ha=-764.76518 homo_energy_ev=-8.58
C 1.897187 1.339484 1.636049 -0.8 2.5 -1.1 -1.270
C 0.569069 1.091350 0.855025 -0.5 -1.1 1.0 0.169
C -0.636224 0.971113 1.906654 2.6 1.3 1.1 -0.741
C -2.018369 0.624873 1.478391 -1.3 -2.4 -0.8 -0.793
S -2.450304 -1.221418 1.700817 0.2 0.4 0.4 -0.216
N 0.661997 -0.110521 0.056482 -0.2 0.6 -0.5 -0.409
H 2.734429 1.610259 0.927401 -0.5 -1.6 0.7 0.335
H 2.043431 0.680147 2.506471 0.4 0.2 -0.7 0.320
H 1.754583 2.391955 1.932398 0.0 -0.2 1.1 0.361
H 0.384712 1.982104 0.230685 0.0 -0.5 -0.1 0.333
H -0.234173 0.315148 2.728188 -0.7 0.1 -0.8 0.374
H -0.626549 1.957445 2.429651 -0.3 -0.4 -0.4 0.361
H -2.854402 1.050657 2.055924 0.7 0.3 -0.3 0.325
H -2.242473 0.633287 0.400121 0.3 1.0 0.4 0.329
H -2.004082 -1.705094 0.537851 0.1 0.2 -0.1 0.074
H 0.818043 -0.023118 -0.944468 -0.1 0.0 1.0 0.328
H 0.337313 -0.978460 0.434245 -0.2 0.0 0.0 0.162
H -0.728599 -2.775363 -5.568534 -0.1 0.1 -0.1 0.317
H -1.332142 -2.102360 -4.307995 0.0 -0.1 -0.3 0.317
O -0.660861 -2.722936 -4.613022 0.1 0.0 0.4 -0.631
H 0.799701 -0.972916 -2.472039 0.4 -0.5 -0.1 0.333
H 2.056078 -1.270519 -1.580176 -0.2 -0.2 0.0 0.346
O 1.731634 -0.765117 -2.330118 0.2 0.2 -0.9 -0.723



23
Properties=species:S:1:pos:R:3:forces:R:3:mulliken_charge:R:1 method="wB97M-V/def2-TZVPD" relative_energy_kcal_mol=12.5 smiles=C[C@@H](N)CCS.O.O orbital_gap_ha=0.3341 multiplicity=1 total_energy_ha=-764.80235 homo_energy_ev=-8.57
C -1.592362 0.569916 -1.160488 -0.2 -0.2 -0.8 -1.384
C -1.073995 0.564227 0.265846 -0.4 -0.7 0.2 0.364
C -0.783822 -0.903851 0.672133 -0.8 1.1 0.5 -0.810
C -0.080785 -1.019651 2.023648 0.4 -0.3 -0.5 -0.690
S 1.547217 -1.842239 1.995825 0.1 0.0 0.0 -0.232
N -1.968422 1.161100 1.237922 0.7 0.1 -0.3 -0.441
H -1.889612 1.545173 -1.551152 0.2 0.1 0.3 0.354
H -2.466100 -0.073128 -1.303718 -0.1 -0.1 0.4 0.322
H -0.831855 0.162470 -1.833620 0.0 0.2 0.0 0.280
H -0.142230 1.128219 0.297475 0.1 0.1 0.0 0.329
H -1.771473 -1.362518 0.767296 0.0 -0.2 -0.1 0.314
H -0.294740 -1.395866 -0.134545 0.7 -0.5 -0.5 0.488
H 0.178225 -0.037761 2.411863 -0.3 0.1 0.1 0.329
H -0.728524 -1.532971 2.717938 0.1 0.0 0.4 0.329
H 1.146954 -3.088171 1.725960 -0.1 -0.1 0.0 0.107
H -1.716025 2.056266 1.593388 -0.3 0.2 0.2 0.192
H -2.810262 0.717339 1.540689 -0.1 0.0 0.0 0.157
H 3.029004 -0.814529 -1.399658 -0.1 0.0 0.1 0.307
H 4.091529 -0.187866 -0.518328 0.0 0.0 0.1 0.276
O 3.352112 0.037970 -1.090667 0.0 0.0 -0.2 -0.589
H 1.603991 0.711452 -3.013650 0.0 -0.2 -0.1 0.299
H 1.964011 2.025607 -2.407484 0.3 0.2 0.3 0.292
O 1.237166 1.578811 -2.836674 -0.3 0.0 -0.2 -0.593